Below is a cluster of 8 separate species, C53H64BrClN5O in total at a distorted geometry, with properties calculated with the ωB97M-V functional and the def2-TZVPD basis.

## Properties
HOMO	-10.571	eV
energy relative to the best compared isomer or geometry (same formula, charge and spin)	15.58	kcal per mole
lowest unoccupied orbital energy	-2.51	eV

The geometry in ORCA input format:
```
! RIJCOSX wB97M-V def2-TZVPD def2/J DEFGRID3
* xyz 1 1
C 1.07 0.02 -4.64
C 0.61 0.34 -3.17
O 0.97 1.69 -2.90
C 1.22 -0.68 -2.15
N 1.83 0.02 -0.99
C 3.21 -0.09 -0.85
C 3.45 0.66 0.25
Cl 5.03 0.90 0.89
N 2.30 1.21 0.75
C 2.11 2.10 1.89
C 2.86 3.47 1.81
C 3.42 3.86 0.42
Br 4.24 3.56 3.20
C 1.29 0.76 -0.04
C -0.19 1.02 0.09
C -1.09 -0.28 0.26
N -0.41 -1.43 0.82
N -2.21 0.01 1.19
N -1.70 -0.64 -1.02
H 1.76 0.80 -4.96
H 0.18 0.08 -5.26
H 1.56 -0.96 -4.72
H -0.48 0.30 -3.15
H 1.93 1.77 -2.86
H 0.53 -1.47 -1.85
H 2.05 -1.17 -2.67
H 3.90 -0.62 -1.49
H 2.48 1.59 2.79
H 1.05 2.29 2.03
H 2.13 4.24 2.08
H 3.25 4.93 0.24
H 2.95 3.33 -0.42
H 4.51 3.74 0.43
H -0.51 1.51 -0.84
H -0.45 1.71 0.89
H 0.34 -1.77 0.23
H -0.11 -1.28 1.78
H -1.87 0.44 2.05
H -2.91 0.57 0.73
H -2.54 -1.19 -0.84
H -2.05 0.20 -1.48
C 0.17 -3.46 -9.22
C 1.51 -3.33 -9.54
C 2.44 -3.09 -8.53
C 2.02 -2.99 -7.21
C 0.68 -3.13 -6.90
C -0.25 -3.36 -7.90
H -0.56 -3.64 -10.01
H 1.84 -3.42 -10.57
H 3.49 -2.99 -8.78
H 2.75 -2.81 -6.43
H 0.35 -3.05 -5.87
H -1.30 -3.45 -7.66
C 1.18 1.71 7.49
C 1.69 2.19 6.29
C 3.01 1.93 5.93
C 3.81 1.17 6.77
C 3.31 0.69 7.97
C 1.99 0.96 8.33
H 0.16 1.92 7.77
H 1.06 2.78 5.63
H 3.40 2.31 4.99
H 4.84 0.96 6.49
H 3.94 0.09 8.62
H 1.60 0.58 9.27
C -6.01 2.31 -1.25
C -6.45 2.02 -2.53
C -6.48 0.70 -2.97
C -6.08 -0.32 -2.13
C -5.64 -0.03 -0.84
C -5.60 1.29 -0.41
H -5.98 3.34 -0.91
H -6.78 2.82 -3.19
H -6.82 0.47 -3.97
H -6.10 -1.35 -2.47
H -5.32 -0.83 -0.18
H -5.25 1.52 0.59
C -1.46 0.39 -11.93
C -0.88 -0.87 -11.75
C -1.19 -1.90 -12.63
C -2.06 -1.68 -13.68
C -2.64 -0.43 -13.86
C -2.34 0.60 -12.98
H -1.22 1.19 -11.24
H -0.19 -1.04 -10.94
H -0.74 -2.88 -12.49
H -2.30 -2.48 -14.37
H -3.32 -0.25 -14.68
H -2.79 1.58 -13.11
C -0.93 -3.07 4.71
C -1.36 -3.36 3.43
C -1.39 -4.67 2.98
C -1.00 -5.70 3.83
C -0.56 -5.42 5.11
C -0.52 -4.10 5.56
H -0.90 -2.05 5.06
H -1.68 -2.56 2.77
H -1.73 -4.90 1.98
H -1.03 -6.73 3.48
H -0.26 -6.22 5.77
H -0.18 -3.88 6.56
C 7.11 2.49 8.36
C 7.60 2.75 9.63
C 8.84 2.27 10.02
C 9.60 1.53 9.12
C 9.12 1.27 7.85
C 7.87 1.75 7.46
H 6.14 2.87 8.06
H 7.01 3.34 10.33
H 9.21 2.46 11.01
H 10.57 1.15 9.42
H 9.71 0.69 7.15
H 7.50 1.54 6.47
C -8.24 1.36 4.02
C -7.69 1.66 5.26
C -6.45 1.15 5.61
C -5.75 0.35 4.72
C -6.30 0.05 3.47
C -7.54 0.56 3.13
H -9.21 1.76 3.75
H -8.23 2.29 5.95
H -6.03 1.37 6.58
H -4.78 -0.05 4.99
H -5.75 -0.57 2.78
H -7.97 0.33 2.16
*
```